(A)
DFT (ωB97M-V/def2-TZVPD) results for a 6-piece molecular cluster, BrH10O5 overall.

The value obtained for the HOMO-LUMO gap is 8.746 eV. The lowest unoccupied orbital energy comes out at 0.124 Ha. The multiplicity is 1. As for the charge: -1.

Each atom is followed by the atoms it is bonded to, with distances in Å.
Cartesian coordinates (Å):
1 Br -17.82 14.29 -15.48  no bonds
2 O -14.52 14.60 -15.60  H3 0.947, H4 0.938
3 H -15.45 14.74 -15.72  O2 0.947
4 H -14.34 14.25 -16.45  O2 0.938
5 O -19.01 11.21 -14.78  H6 0.987, H7 0.949
6 H -18.63 10.49 -15.33  O5 0.987
7 H -18.65 12.04 -15.07  O5 0.949
8 O -16.27 15.55 -12.93  H9 0.947, H10 0.971
9 H -16.96 15.80 -12.33  O8 0.947
10 H -16.76 15.32 -13.74  O8 0.971
11 O -16.29 11.99 -17.32  H12 0.939, H13 0.978
12 H -16.87 12.71 -17.16  O11 0.939
13 H -15.65 12.46 -17.89  O11 0.978
14 O -15.97 12.53 -13.26  H15 0.951, H16 0.932
15 H -16.13 13.43 -13.50  O14 0.951
16 H -15.81 12.06 -14.05  O14 0.932

Atomic partial charges in e from the Mulliken method, atoms 1 to 8:
1 Br -0.8972
2 O -0.5453
3 H 0.2800
4 H 0.2674
5 O -0.6035
6 H 0.3060
7 H 0.3091
8 O -0.6030

(B)
DFT (ωB97M-V/def2-TZVPD) results for a 6-piece molecular cluster, BrH10O5 overall.

The value obtained for the HOMO-LUMO gap is 7.082 eV. The lowest unoccupied orbital energy comes out at 0.114 Ha. The multiplicity is 1. As for the charge: -1.

Each atom is followed by the atoms it is bonded to, with distances in Å.
Cartesian coordinates (Å):
1 Br 0.02 -0.72 -0.39  no bonds
2 O -0.20 -6.15 3.40  H3 0.957, H4 0.957
3 H -0.96 -6.36 3.94  O2 0.957
4 H -0.47 -5.39 2.89  O2 0.957
5 O -4.99 1.84 -1.36  H6 0.957, H7 0.957
6 H -4.12 1.50 -1.14  O5 0.957
7 H -4.90 2.17 -2.25  O5 0.957
8 O 0.68 0.63 5.39  H9 0.957, H10 0.957
9 H 1.10 1.48 5.56  O8 0.957
10 H 0.44 0.66 4.47  O8 0.957
11 O 0.16 4.29 -2.67  H12 0.957, H13 0.957
12 H 0.05 3.68 -3.40  O11 0.957
13 H 0.28 3.74 -1.90  O11 0.957
14 O 4.38 -0.66 -4.50  H15 0.957, H16 0.957
15 H 5.00 -0.23 -3.91  O14 0.957
16 H 3.52 -0.48 -4.12  O14 0.957

Atomic partial charges in e from the Mulliken method, atoms 1 to 8:
1 Br -0.9933
2 O -0.6496
3 H 0.3095
4 H 0.3401
5 O -0.6584
6 H 0.3479
7 H 0.3086
8 O -0.6536

Which one sits at the bottom of the stability order? (B) does.